Here is a 6-piece molecular cluster, C12H36O6 overall at a distorted geometry from the Open Molecules 2025 dataset. Energies are from ωB97M-V with the def2-TZVPD basis set.

Properties
LUMO energy: 0.70 eV
ΔE to the lowest compared entry with this formula, charge and spin: 72.95 kcal per mole
Maximum force: 0.05932 Eh/bohr
Orbital gap: 10.3891 eV
Energy: -930.126749 a.u.

```
! wB97M-V def2-TZVPD RIJCOSX def2/J DEFGRID3
* xyz 0 1
C 1.953 -2.424 -1.076
C 2.951 -1.886 -2.139
O 2.197 -1.922 -3.395
H 2.485 -2.444 -0.123
H 1.623 -3.437 -1.296
H 1.150 -1.691 -0.994
H 3.773 -2.601 -2.182
H 3.333 -0.916 -1.826
H 2.713 -2.391 -4.055
C -3.863 1.597 6.220
C -2.952 2.110 5.105
O -3.008 1.230 3.991
H -4.802 1.244 5.793
H -4.149 2.264 7.035
H -3.319 0.827 6.770
H -1.946 2.257 5.498
H -3.268 3.153 5.006
H -3.877 1.382 3.607
C 0.789 0.169 3.533
C 0.017 -0.452 4.718
O 0.898 -1.292 5.385
H 1.629 0.792 3.835
H 0.039 0.636 2.896
H 1.231 -0.650 2.961
H -0.861 -1.001 4.371
H -0.311 0.386 5.339
H 0.425 -1.734 6.095
C -1.390 0.884 -1.400
C -1.153 0.676 0.050
O -1.589 1.862 0.729
H -2.354 1.209 -1.788
H -1.004 0.047 -1.985
H -0.673 1.651 -1.704
H -0.075 0.553 0.182
H -1.688 -0.134 0.548
H -1.749 1.642 1.651
C -0.027 -4.197 -4.675
C -1.076 -3.625 -3.678
O -0.761 -2.200 -3.578
H -0.170 -3.899 -5.713
H -0.150 -5.283 -4.682
H 0.989 -3.920 -4.404
H -0.949 -4.063 -2.687
H -2.105 -3.755 -4.003
H 0.168 -2.048 -3.373
C 1.450 3.172 -2.879
C 2.595 3.681 -3.815
O 3.868 3.472 -3.302
H 1.811 2.200 -2.544
H 0.459 3.136 -3.329
H 1.365 3.866 -2.042
H 2.374 4.703 -4.133
H 2.484 3.132 -4.756
H 4.498 4.029 -3.763
*
```



Here is a 6-piece molecular cluster, C12H36O6S6 overall at a distorted geometry from the Open Molecules 2025 dataset. Energies are from ωB97M-V with the def2-TZVPD basis set.

Properties
LUMO energy: 0.32 eV
ΔE to the lowest compared entry with this formula, charge and spin: 33.57 kcal per mole
Maximum force: 0.04539 Eh/bohr
Orbital gap: 8.2412 eV
Energy: -3319.116791 a.u.

```
! wB97M-V def2-TZVPD RIJCOSX def2/J DEFGRID3
* xyz 0 1
C 1.391 1.509 -3.853
S 0.401 0.556 -5.034
O 0.932 0.914 -6.390
C -1.211 1.360 -4.836
H 0.987 1.329 -2.857
H 1.538 2.567 -4.066
H 2.412 1.125 -3.885
H -1.668 1.174 -3.862
H -1.923 0.791 -5.451
H -1.315 2.370 -5.226
C -4.328 0.906 1.209
S -5.547 0.909 -0.113
O -4.837 0.789 -1.435
C -6.290 -0.731 0.183
H -3.542 1.606 0.960
H -4.046 -0.138 1.328
H -4.912 1.227 2.072
H -6.880 -0.726 1.102
H -5.471 -1.430 0.332
H -6.966 -0.790 -0.664
C 4.388 -4.644 3.670
S 4.050 -5.469 2.079
O 2.591 -5.789 2.119
C 4.200 -4.013 1.023
H 5.457 -4.666 3.908
H 3.928 -5.153 4.516
H 4.087 -3.597 3.725
H 5.156 -3.499 1.041
H 3.349 -3.366 1.251
H 3.969 -4.371 0.017
C -1.115 0.964 -1.145
S 0.291 0.563 -0.074
O -0.196 0.074 1.244
C 1.101 -0.846 -0.879
H -2.001 1.178 -0.556
H -1.290 0.142 -1.839
H -0.869 1.878 -1.685
H 0.387 -1.658 -0.680
H 2.052 -1.086 -0.421
H 1.064 -0.753 -1.963
C 0.932 -1.988 3.138
S 0.510 -3.735 3.241
O -0.554 -3.866 4.304
C -0.173 -3.987 1.576
H 1.670 -1.929 2.342
H 1.226 -1.726 4.152
H 0.057 -1.380 2.924
H -0.718 -3.061 1.385
H -0.896 -4.804 1.602
H 0.545 -4.326 0.833
C -0.546 5.984 0.430
S 0.946 4.963 0.039
O 0.732 4.259 -1.290
C 2.145 6.285 -0.256
H -0.713 6.605 -0.446
H -0.346 6.541 1.341
H -1.303 5.220 0.576
H 2.125 6.919 0.639
H 1.862 6.884 -1.119
H 3.175 5.937 -0.278
*
```



Here is a 6-piece molecular cluster, C12H36O6S6 overall at a distorted geometry from the Open Molecules 2025 dataset. Energies are from ωB97M-V with the def2-TZVPD basis set.

Properties
LUMO energy: 0.14 eV
ΔE to the lowest compared entry with this formula, charge and spin: 127.64 kcal per mole
Maximum force: 0.16747 Eh/bohr
Orbital gap: 8.7763 eV
Energy: -3318.966884 a.u.

```
! wB97M-V def2-TZVPD RIJCOSX def2/J DEFGRID3
* xyz 0 1
C -1.430 2.784 2.657
S -0.094 1.913 3.534
O 1.121 1.819 2.603
C 0.173 3.257 4.658
H -2.234 3.082 3.251
H -1.902 2.208 2.036
H -0.923 3.600 2.206
H -0.904 3.605 5.015
H 0.662 3.864 3.960
H 1.028 2.978 5.372
C -3.915 0.235 0.807
S -5.196 0.885 -0.282
O -6.392 1.085 0.665
C -4.484 2.569 -0.334
H -3.660 0.879 1.723
H -2.984 0.002 0.431
H -4.318 -0.825 1.124
H -3.609 2.828 -1.053
H -4.190 3.073 0.518
H -5.366 3.258 -0.589
C 0.268 0.763 -4.660
S -0.217 -0.399 -3.450
O -1.054 -1.452 -4.258
C 1.372 -1.175 -3.234
H 0.642 0.378 -5.443
H 0.743 1.587 -4.283
H -0.649 1.226 -4.993
H 1.772 -1.519 -4.164
H 1.332 -2.086 -2.624
H 2.014 -0.453 -2.831
C 1.910 -6.556 -0.263
S 2.838 -5.243 0.444
O 2.715 -5.569 1.958
C 4.355 -5.966 0.000
H 0.855 -6.307 -0.180
H 1.939 -7.525 0.223
H 2.033 -6.644 -1.453
H 4.483 -6.099 -1.130
H 4.501 -6.932 0.415
H 5.164 -5.263 0.326
C 1.093 -2.333 2.159
S 1.691 -1.046 1.082
O 2.401 -1.849 0.004
C 0.180 -0.630 0.376
H 0.760 -1.808 3.041
H 1.818 -2.948 2.564
H 0.399 -3.073 1.642
H -0.421 -0.126 1.081
H -0.190 -1.389 -0.175
H 0.421 0.022 -0.342
C 1.491 2.982 -1.303
S -0.126 3.495 -1.857
O -1.068 2.390 -1.559
C -0.447 4.841 -0.697
H 2.053 3.754 -1.469
H 1.813 1.924 -1.628
H 1.289 2.768 -0.129
H -1.586 4.949 -0.465
H -0.034 5.524 -1.314
H 0.071 4.663 0.286
*
```



Here is C12H38AgF3O16PV as an isolated structure at a distorted geometry from the Open Molecules 2025 dataset. Energies are from ωB97M-V with the def2-TZVPD basis set.

Properties
LUMO energy (spin up / spin down): 2.02 / 0.83 eV
Maximum force: 0.04885 Eh/bohr
Orbital gap (spin up / spin down): 8.1032 / 6.6324 eV
Energy: -3415.797931 a.u.

```
! wB97M-V def2-TZVPD RIJCOSX def2/J DEFGRID3
* xyz -1 2
O 0.278 -3.423 0.762
V -1.214 -3.385 0.294
O -1.377 -3.408 -1.282
Ag -3.974 -2.018 2.063
C -1.242 -0.321 0.609
O -0.514 -1.071 -0.388
O -1.907 -1.242 1.294
C -0.263 0.649 1.329
F -0.198 1.824 0.659
F -0.718 0.953 2.584
F 0.981 0.155 1.466
C 0.194 -0.508 -1.443
C -0.594 0.371 -2.425
H -0.161 0.375 -3.430
H -1.627 0.067 -2.605
H -0.567 1.411 -2.089
H 0.606 -1.369 -1.973
H 1.061 0.101 -1.153
H -1.922 0.284 -0.016
P -3.247 -4.661 1.638
O -4.342 -5.721 1.736
O -3.549 -3.948 2.976
O -3.427 -3.516 0.591
O -1.784 -5.059 1.440
C 0.819 4.667 -1.517
O 1.538 4.961 -0.320
H 0.001 5.374 -1.607
H 1.472 4.697 -2.394
H 0.406 3.654 -1.476
H 2.332 4.420 -0.335
C 3.547 -2.115 -1.799
O 2.691 -3.029 -2.463
H 3.750 -2.493 -0.794
H 4.475 -1.873 -2.318
H 2.949 -1.219 -1.645
H 3.002 -3.927 -2.583
C -1.091 2.385 5.703
O -1.272 1.413 6.733
H -0.493 2.063 4.857
H -2.018 2.840 5.344
H -0.550 3.242 6.137
H -2.165 1.567 7.053
C -1.908 2.904 -4.386
O -2.290 4.174 -3.851
H -2.180 2.887 -5.446
H -0.837 2.751 -4.333
H -2.486 2.123 -3.894
H -3.202 4.342 -4.094
C -5.069 0.500 0.180
O -5.130 -0.165 1.465
H -4.450 1.392 0.205
H -4.759 -0.206 -0.588
H -6.109 0.706 -0.095
H -5.835 0.302 1.919
C 2.827 1.785 3.534
O 3.828 1.991 4.516
H 3.028 2.408 2.661
H 2.831 0.775 3.124
H 1.827 2.061 3.868
H 3.723 1.290 5.166
C 1.752 -2.451 -5.584
O 2.505 -1.369 -5.087
H 0.691 -2.275 -5.355
H 1.866 -2.579 -6.661
H 1.994 -3.417 -5.128
H 2.602 -1.544 -4.141
C 3.898 -1.689 2.102
O 5.142 -2.241 1.694
H 3.174 -2.481 2.322
H 3.974 -1.098 3.021
H 3.399 -1.083 1.348
H 5.309 -2.965 2.303
*
```



Here is C12H38B2MnO6 as an isolated structure at a distorted geometry from the Open Molecules 2025 dataset. Energies are from ωB97M-V with the def2-TZVPD basis set.

Properties
LUMO energy (spin up / spin down): -1.68 / -2.08 eV
Maximum force: 0.06162 Eh/bohr
Orbital gap (spin up / spin down): 7.5193 / 7.1180 eV
Energy: -2131.818562 a.u.

```
! wB97M-V def2-TZVPD RIJCOSX def2/J DEFGRID3
* xyz 0 6
Mn 10.605 -28.186 -41.070
B 9.851 -27.192 -39.342
H 10.865 -26.771 -39.663
H 9.330 -26.489 -38.594
H 9.160 -27.294 -40.234
H 10.044 -28.245 -38.879
B 8.950 -29.595 -41.865
H 9.078 -30.382 -42.703
H 9.817 -29.785 -41.148
H 9.103 -28.569 -42.350
H 7.927 -29.721 -41.352
C 4.742 -31.666 -38.675
O 5.471 -30.704 -39.374
C 6.704 -30.326 -38.755
C 6.536 -28.856 -38.404
O 5.836 -28.245 -39.471
C 5.690 -26.867 -39.238
H 5.328 -32.599 -38.580
H 3.873 -31.950 -39.266
H 4.478 -31.366 -37.652
H 7.602 -30.490 -39.345
H 6.785 -30.983 -37.884
H 7.514 -28.417 -38.163
H 5.929 -28.675 -37.506
H 6.675 -26.392 -39.102
H 5.197 -26.633 -38.283
H 5.173 -26.421 -40.081
C 12.071 -22.456 -40.236
O 10.879 -22.644 -41.001
C 10.082 -23.692 -40.490
C 8.599 -23.410 -40.717
O 8.426 -22.989 -42.044
C 7.089 -22.905 -42.466
H 12.534 -21.561 -40.642
H 12.707 -23.322 -40.443
H 11.865 -22.345 -39.171
H 10.285 -23.850 -39.427
H 10.321 -24.629 -41.002
H 8.191 -22.748 -39.948
H 8.090 -24.378 -40.608
H 7.128 -22.587 -43.505
H 6.510 -22.204 -41.858
H 6.566 -23.869 -42.437
C 10.385 -29.091 -31.605
O 11.088 -30.241 -32.118
C 10.509 -30.795 -33.270
C 10.725 -29.999 -34.533
O 9.855 -28.860 -34.521
C 9.570 -28.376 -35.826
H 10.583 -29.136 -30.540
H 9.323 -29.219 -31.831
H 10.663 -28.175 -32.123
H 9.442 -31.014 -33.168
H 11.092 -31.707 -33.444
H 10.427 -30.594 -35.409
H 11.756 -29.683 -34.718
H 8.719 -27.701 -35.777
H 9.169 -29.240 -36.376
H 10.465 -28.017 -36.331
*
```



Here is a 8-piece molecular cluster, C12H38N13O9 overall at a distorted geometry from the Open Molecules 2025 dataset. Energies are from ωB97M-V with the def2-TZVPD basis set.

Properties
LUMO energy: 2.25 eV
ΔE to the lowest compared entry with this formula, charge and spin: 33.69 kcal per mole
Maximum force: 0.08238 Eh/bohr
Orbital gap: 8.9005 eV
Energy: -1869.324714 a.u.

```
! wB97M-V def2-TZVPD RIJCOSX def2/J DEFGRID3
* xyz -1 1
C 0.150 -1.107 -0.201
C -1.189 -0.975 0.535
O -2.110 -1.779 0.288
O -1.376 0.052 1.255
H 0.878 -1.476 0.528
H 0.490 -0.198 -0.690
H 0.037 -1.891 -0.951
C 4.446 3.033 -0.506
C 4.451 1.525 -0.818
C 5.074 0.599 0.238
O 4.807 -0.784 -0.079
C 5.758 -1.675 0.484
N 3.037 1.087 -0.957
H 4.028 3.124 0.499
H 3.774 3.512 -1.210
H 5.504 3.281 -0.395
H 4.953 1.392 -1.781
H 4.525 0.639 1.185
H 6.140 0.765 0.402
H 6.769 -1.466 0.125
H 5.601 -2.706 0.170
H 5.611 -1.563 1.561
H 2.781 0.920 -1.923
H 3.009 0.165 -0.534
C -0.228 -5.373 1.279
O -0.149 -6.414 1.916
N -1.117 -4.360 1.489
N 0.719 -4.986 0.380
H -1.704 -4.430 2.302
H -1.077 -3.525 0.928
H 1.164 -5.650 -0.230
H 0.784 -4.027 0.091
C -4.130 -0.251 3.840
O -4.335 -0.238 5.049
N -3.061 -0.918 3.314
N -4.850 0.370 2.889
H -2.786 -0.884 2.340
H -2.362 -1.285 3.934
H -4.628 0.333 1.912
H -5.541 1.023 3.216
C 0.722 4.083 -1.584
O 0.796 5.329 -1.524
N 0.190 3.431 -0.544
N 1.268 3.362 -2.594
H -0.126 3.836 0.318
H 0.139 2.422 -0.551
H 1.674 3.984 -3.272
H 1.715 2.589 -2.117
C -2.818 1.098 -2.089
O -1.590 1.003 -2.194
N -3.529 1.610 -3.165
N -3.514 0.942 -0.956
H -3.003 1.732 -4.010
H -4.115 2.346 -2.802
H -4.475 1.229 -0.936
H -3.031 0.730 -0.092
C -3.036 -2.802 -3.226
O -3.796 -3.269 -2.394
N -3.359 -2.798 -4.562
N -1.806 -2.311 -2.915
H -2.695 -2.648 -5.298
H -4.274 -3.173 -4.734
H -1.704 -2.117 -1.927
H -1.271 -1.899 -3.655
C -0.015 2.696 3.384
O 0.378 3.654 4.028
N 0.448 1.402 3.474
N -1.139 2.671 2.592
H 0.035 0.714 2.861
H 1.303 1.142 3.931
H -1.352 1.794 2.155
H -1.870 3.355 2.523
*
```



Here is a 7-piece molecular cluster, C12H38O10 overall at a distorted geometry from the Open Molecules 2025 dataset. Energies are from ωB97M-V with the def2-TZVPD basis set.

Properties
LUMO energy: 0.23 eV
ΔE to the lowest compared entry with this formula, charge and spin: 40.39 kcal per mole
Maximum force: 0.04051 Eh/bohr
Orbital gap: 9.9624 eV
Energy: -1232.262145 a.u.

```
! wB97M-V def2-TZVPD RIJCOSX def2/J DEFGRID3
* xyz 0 1
C -2.380 -0.568 -1.573
O -2.340 -0.519 -0.155
C -3.396 0.189 0.435
C -2.988 0.432 1.903
O -4.086 0.429 2.782
C -4.993 1.471 2.547
H -2.043 0.399 -1.963
H -3.401 -0.750 -1.923
H -1.721 -1.383 -1.866
H -4.294 -0.438 0.468
H -3.655 1.150 -0.021
H -2.366 1.322 2.040
H -2.391 -0.447 2.152
H -5.789 1.474 3.296
H -5.577 1.287 1.633
H -4.518 2.455 2.537
C 3.062 -3.475 2.291
O 3.687 -2.326 1.808
C 4.810 -2.598 0.951
C 5.182 -1.263 0.337
O 4.154 -0.911 -0.587
C 4.345 -1.404 -1.874
H 2.536 -4.135 1.592
H 2.364 -3.184 3.077
H 3.759 -4.135 2.834
H 4.438 -3.259 0.167
H 5.604 -2.989 1.590
H 6.116 -1.441 -0.208
H 5.276 -0.439 1.034
H 3.512 -1.115 -2.519
H 4.303 -2.505 -1.954
H 5.310 -1.109 -2.306
C -2.815 4.538 2.189
O -2.450 4.248 0.858
C -1.066 4.030 0.660
C -0.830 3.930 -0.842
O 0.470 3.469 -1.073
C 0.609 2.082 -1.227
H -3.848 4.867 2.251
H -2.186 5.340 2.594
H -2.640 3.620 2.768
H -0.825 3.068 1.133
H -0.511 4.845 1.134
H -1.062 4.895 -1.292
H -1.546 3.210 -1.256
H 0.096 1.601 -0.384
H 1.666 1.820 -1.219
H 0.190 1.705 -2.165
O 0.249 -3.365 -3.425
H 0.574 -2.465 -3.254
H 0.205 -3.774 -2.539
O 0.814 -1.823 -0.262
H 0.490 -1.179 -0.908
H 1.767 -1.659 -0.206
O -0.590 -4.227 -0.819
H -0.140 -3.476 -0.387
H -1.435 -4.305 -0.364
O 0.720 -0.582 -3.149
H 1.499 -0.115 -3.478
H 0.072 -0.510 -3.864
*
```



Here is a 6-piece molecular cluster, C12H39N3O6 overall at a distorted geometry from the Open Molecules 2025 dataset. Energies are from ωB97M-V with the def2-TZVPD basis set.

Properties
LUMO energy: 0.16 eV
ΔE to the lowest compared entry with this formula, charge and spin: 0.00 kcal per mole
Maximum force: 0.01966 Eh/bohr
Orbital gap: 8.7063 eV
Energy: -1096.258241 a.u.

```
! wB97M-V def2-TZVPD RIJCOSX def2/J DEFGRID3
* xyz 0 1
C -1.414 -3.149 2.004
O -0.062 -3.375 2.263
C 0.692 -2.180 2.200
C 2.122 -2.489 2.573
C 2.263 -2.880 4.059
N 2.967 -1.323 2.217
H -1.561 -2.621 1.053
H -1.900 -2.574 2.808
H -1.932 -4.108 1.967
H 0.697 -1.801 1.164
H 0.234 -1.385 2.810
H 2.426 -3.356 1.982
H 3.316 -2.845 4.342
H 1.935 -3.912 4.198
H 1.679 -2.208 4.688
H 3.688 -1.240 2.928
H 2.420 -0.469 2.374
C -0.236 3.753 -4.618
O -1.180 3.029 -3.848
C -0.652 1.881 -3.249
C -0.263 0.784 -4.219
C -1.453 0.302 -5.008
N 0.243 -0.346 -3.392
H -0.459 4.816 -4.509
H -0.311 3.486 -5.674
H 0.780 3.602 -4.241
H 0.188 2.141 -2.578
H -1.387 1.470 -2.547
H 0.531 1.115 -4.898
H -2.203 -0.085 -4.305
H -1.198 -0.498 -5.700
H -1.985 1.110 -5.511
H 1.181 -0.086 -3.090
H 0.376 -1.166 -3.976
C -2.447 0.507 2.582
O -1.240 1.156 2.876
C -0.385 1.281 1.774
C 0.778 2.179 2.143
C 1.539 2.598 0.892
N 1.667 1.477 3.093
H -2.344 -0.181 1.734
H -3.246 1.220 2.343
H -2.750 -0.088 3.445
H 0.016 0.324 1.412
H -0.903 1.720 0.908
H 0.344 3.063 2.633
H 1.750 1.722 0.280
H 2.416 3.195 1.137
H 0.899 3.285 0.327
H 2.171 2.180 3.627
H 1.072 1.037 3.796
O 1.775 -2.428 -1.321
H 0.899 -2.053 -1.117
H 2.352 -1.672 -1.458
O -0.632 -1.019 -0.754
H -1.602 -0.957 -0.755
H -0.390 -0.617 -1.619
O -3.410 -0.372 -0.902
H -3.951 -1.162 -1.010
H -3.924 0.210 -0.333
*
```



Q: Among the records above, which one has the lowest energy?
A: C12H38AgF3O16PV



Q: Among the records above, which one has the lowest energy?
A: C12H38AgF3O16PV